C4H5NO | ωB97M-V/def2-TZVPD

Positions of all 11 atoms, in Å:
N (-2.12856, -0.82898, 0.53421)
C (-0.92203, -0.88230, 0.34113)
C (0.39432, -1.04930, 0.43056)
C (1.33491, -0.00944, 0.03323)
C (0.84943, 1.10313, -0.52600)
O (-0.52386, 1.25452, -0.56980)
H (-2.75583, -0.73156, -0.25438)
H (0.72858, -2.04722, 0.68588)
H (2.40325, -0.18438, 0.12353)
H (1.38296, 1.83241, -1.11733)
H (-0.76318, 1.54312, 0.31897)

The calculation puts the total energy at -285.3271 Eh. The LUMO energy is 0.90 eV. The calculation puts the frontier orbital gap at 8.88 eV. For the energy relative to the best compared isomer or geometry (same formula, charge and spin), the calculation gives 229.80 kJ/mol. Its SMILES is N=C=C/C=C\O. Its HOMO energy is -0.29336 hartree.